20
Properties=species:S:1:pos:R:3:forces:R:3 method="wB97M-V/def2-TZVPD" s_squared=0.75 e_homo_ev="1.09 / -5.85" lumo_ev="3.12 / 3.09" total_charge=-1 gap_ev="2.03 / 8.94" spin_multiplicity=2 de_lowest_kcal_mol=15.83
C -2.32939 1.31816 -0.86004 0.0 -0.2 0.1
C -0.82971 0.82772 -0.81762 -2.4 0.0 1.2
C -0.85656 -0.65116 -1.19527 2.5 0.7 -0.3
C 0.61008 -1.20819 -1.37778 -0.9 0.0 0.3
S 1.08530 -2.37093 -0.05109 0.0 -0.7 -0.4
N -0.22254 0.94233 0.49712 0.5 -0.1 -0.9
H -3.04665 0.54282 -0.57810 0.2 -0.3 -0.1
H -2.57306 1.60741 -1.88648 -0.1 0.2 0.1
H -2.57889 2.12256 -0.16011 0.5 0.3 -0.3
H -0.33621 1.50985 -1.50010 0.7 -0.3 -0.3
H -1.24385 -1.22671 -0.36271 -0.7 0.0 -0.1
H -1.40078 -0.80246 -2.12411 -0.3 -0.1 0.1
H 0.58196 -1.71651 -2.34292 0.5 -0.5 0.3
H 1.41100 -0.47609 -1.41746 -0.3 0.4 -0.1
H 1.32574 -1.54821 0.97908 0.0 0.4 -0.1
H -0.22220 1.88695 0.83422 -0.1 0.1 0.4
H -0.57003 0.26161 1.15162 -0.1 0.2 0.3
H 3.08738 -0.60403 4.09708 0.0 0.1 -0.4
H 4.48838 -0.16973 3.76180 0.5 0.1 0.1
O 3.62003 -0.24538 3.35288 -0.6 -0.1 0.2

***

15
Properties=species:S:1:pos:R:3:forces:R:3 method="wB97M-V/def2-TZVPD" s_squared=8.77 e_homo_ev="-17.13 / -21.36" lumo_ev="-9.72 / -12.94" total_charge=+2 gap_ev="7.41 / 8.42" spin_multiplicity=6
O -0.91015 3.19622 -0.58904 0.7 -2.5 0.4
C -0.60483 2.12105 -0.39409 -2.3 8.2 -1.5
Mn -0.09380 0.31911 -0.07116 1.8 -5.5 1.8
O 2.74340 0.97122 -0.66284 -5.3 -0.6 0.9
C 1.60065 0.85141 -0.47527 12.6 2.5 -2.5
C -1.85148 0.00241 0.26963 -12.6 -3.6 2.9
O -2.90562 -0.41136 0.55329 5.2 2.0 -1.4
C -0.40265 0.03532 -1.82202 -2.2 -4.1 -15.1
O -0.54371 -0.36465 -2.93541 0.9 2.5 7.2
C 0.15792 0.82305 1.67537 1.9 2.0 11.0
O 0.37643 0.92127 2.79992 -0.8 -0.4 -4.0
N 0.53539 -1.86010 0.36718 0.1 -0.2 0.1
H 0.48496 -2.38680 -0.52981 0.2 0.1 1.1
H -0.08863 -2.30572 1.06835 0.6 0.0 -0.7
H 1.50212 -1.91241 0.74588 -0.8 -0.3 -0.4

***

16
Properties=species:S:1:pos:R:3:forces:R:3 method="wB97M-V/def2-TZVPD" e_homo_ev=-7.81 lumo_ev=0.21 gap_ev=8.02 de_lowest_kcal_mol=94.64
C 0.92724 -0.69956 0.26391 -0.1 -1.8 0.5
C 0.61708 -2.11572 -0.28979 0.1 0.0 -3.3
C -1.77195 1.17516 0.12770 0.7 -2.2 1.4
C -0.34514 1.56408 0.07040 1.7 -1.6 -4.0
N 0.55431 0.38459 -0.58218 -2.6 3.3 -0.2
O 2.30393 -0.43939 0.31676 2.1 0.1 0.2
S 2.22533 0.78035 -0.86605 -0.5 -0.4 0.5
H 0.54851 -0.65262 1.29469 -0.4 0.2 -0.2
H 1.44214 -2.69338 -0.88111 -0.9 1.3 1.7
H -0.14369 -2.04160 -1.12960 0.6 0.3 1.0
H 0.13516 -2.72798 0.42434 -0.1 -0.8 1.0
H -2.28841 0.74653 -0.74808 0.4 0.6 0.5
H -1.75287 0.49390 0.98900 -0.7 -0.9 -0.5
H -2.18262 1.97841 0.64662 -1.7 1.8 0.0
H -0.27340 2.38168 -0.65604 0.6 -0.1 0.2
H 0.00438 1.86557 1.01943 0.7 0.2 1.1

***

59
Properties=species:S:1:pos:R:3:forces:R:3 method="wB97M-V/def2-TZVPD" e_homo_ev="-14.39 / -14.41" lumo_ev="-9.74 / -9.15" total_charge=+2 gap_ev="4.65 / 5.26" de_lowest_kcal_mol=9.77
Sn 0.05482 -0.01767 -0.01501 -0.1 -0.7 0.0
C 4.65937 0.10406 -0.12219 0.0 0.2 -0.1
C 3.93026 0.98136 0.88815 -0.1 -0.5 0.1
C 4.91834 1.75277 1.79491 -0.1 0.3 -0.1
C 2.90282 1.88533 0.32281 0.3 -0.1 0.2
C 2.00087 2.54617 1.21593 -0.3 0.4 0.1
C 1.02491 3.37320 0.74154 0.2 0.0 0.2
C 0.88502 3.60222 -0.65017 -0.1 0.1 0.0
C -0.20753 4.46082 -1.15938 0.1 0.1 0.0
C 1.80199 2.97918 -1.53648 0.3 -0.1 0.0
C 2.77655 2.14183 -1.06979 -0.1 0.4 -0.3
H 5.28830 -0.61004 0.40527 0.0 0.0 0.0
H 5.31494 0.69355 -0.76670 0.0 0.0 0.0
H 3.96445 -0.45722 -0.75000 0.0 0.0 0.0
H 3.38053 0.31279 1.57653 -0.1 0.1 0.0
H 5.46062 2.49351 1.20586 0.1 0.0 0.0
H 5.62996 1.04928 2.22006 0.0 0.0 0.0
H 4.41628 2.26956 2.61172 0.0 0.0 0.0
H 2.11248 2.40227 2.28341 0.0 -0.1 0.0
H 0.36388 3.88679 1.42871 0.0 0.0 0.0
H -1.13471 3.87336 -1.20927 0.0 0.0 0.0
H 0.00002 4.83933 -2.15825 0.0 0.0 0.0
H -0.40272 5.29353 -0.48295 0.0 0.0 0.0
H 1.74981 3.20792 -2.59379 -0.1 0.0 0.0
H 3.49588 1.72419 -1.76084 0.0 -0.1 0.0
N -2.23970 -0.62988 2.98050 0.4 0.2 0.5
C -2.78553 -0.23862 1.80091 -0.3 0.3 -0.8
N -4.06955 0.09803 1.64261 0.4 -0.3 0.6
N -4.17831 0.42856 0.37885 -0.2 0.0 -0.3
N -3.03530 0.30110 -0.23718 0.2 0.1 0.1
N -2.11390 -0.12685 0.63544 -0.2 0.2 0.1
C -0.91070 -0.70137 3.19179 0.0 -0.3 -0.2
N -0.34281 -1.17442 4.31706 -0.1 0.1 0.2
N 0.93994 -1.09372 4.09921 -0.1 -0.2 0.7
N 1.17946 -0.59531 2.90538 -0.3 0.3 -1.0
N 0.02994 -0.35496 2.29013 0.3 -0.1 0.6
H -2.85650 -0.70803 3.78853 0.0 -0.1 -0.1
C -1.34359 -4.45835 1.71397 0.2 -0.1 0.2
N -1.97005 -3.77276 0.59245 0.0 0.3 -0.3
C -3.29017 -3.87750 0.20820 -0.1 0.1 -0.2
C -3.45687 -3.10197 -0.88223 -0.3 -0.2 0.2
N -2.23204 -2.51809 -1.16229 0.0 0.0 0.0
C -1.32802 -2.93797 -0.24462 0.1 -0.3 0.1
S 0.34961 -2.61885 -0.15828 0.2 0.4 0.2
C -1.99572 -1.59488 -2.21684 0.0 -0.1 -0.1
C -2.72856 -1.69005 -3.38805 0.1 -0.1 0.1
C -2.52819 -0.72941 -4.36515 0.0 0.0 0.1
C -1.58971 0.26615 -4.14509 0.1 0.0 0.0
C -0.87525 0.24587 -2.96311 -0.1 0.0 -0.3
N -1.07873 -0.65723 -2.00377 -0.3 0.0 -0.3
H -2.07886 -5.10179 2.18810 0.0 0.0 -0.1
H -0.96700 -3.73872 2.43972 0.0 0.0 0.0
H -0.50568 -5.05632 1.36345 0.0 0.0 0.0
H -4.00399 -4.48723 0.73385 0.0 0.0 0.0
H -4.34644 -2.92098 -1.45758 0.0 0.1 0.0
H -3.42832 -2.49944 -3.53788 0.0 0.0 0.0
H -3.09401 -0.76192 -5.28573 0.0 0.0 0.0
H -1.41216 1.04036 -4.87742 0.0 0.0 0.0
H -0.10044 0.97844 -2.76507 0.0 0.1 0.0

***

12
Properties=species:S:1:pos:R:3:forces:R:3 method="wB97M-V/def2-TZVPD" e_homo_ev=-9.15 lumo_ev=-1.37 gap_ev=7.78 de_lowest_kcal_mol=1.51
C 0.56119 -0.78147 -0.60553 0.9 2.1 1.0
C -0.81545 0.92265 0.44612 1.6 -0.4 -1.5
C 1.64197 -0.00806 -0.58486 -3.0 -0.4 -0.5
C -0.77188 -0.38111 -0.18272 3.0 1.3 0.1
C -1.90191 -1.16577 -0.56419 -3.2 -0.8 -2.5
C -1.95210 1.22011 0.93002 -0.9 0.9 0.8
C 2.89126 0.12807 -0.59592 3.0 0.9 0.5
O 4.00685 0.45769 -0.46445 -0.5 -0.4 -0.4
O -1.43238 -1.44926 0.55169 0.4 -1.4 2.0
O -2.97204 1.33586 1.41796 -1.9 0.5 0.8
H 0.68581 -1.79099 -0.64141 0.2 -3.0 -0.7
H 0.05868 1.51229 0.29330 0.2 0.7 0.3

***

9
Properties=species:S:1:pos:R:3:forces:R:3 method="wB97M-V/def2-TZVPD" s_squared=2.15 e_homo_ev="-2.60 / -3.88" lumo_ev="3.64 / 3.39" total_charge=-1 gap_ev="6.24 / 7.26" spin_multiplicity=3 de_lowest_kcal_mol=60.78
C -0.33634 -1.28420 1.40283 -0.8 3.1 -0.9
C 0.22639 0.59355 -0.20493 -1.1 -1.8 2.3
N -0.35795 -0.18934 0.55844 1.2 0.4 -0.3
N 0.95510 -2.46421 -0.12271 1.4 0.1 -2.0
O 0.16097 3.22054 -0.61153 -0.6 -0.4 0.1
O 0.56187 1.91043 -2.59002 -0.3 -0.4 -0.2
O 0.24748 -2.36429 0.90072 -0.9 -2.3 1.6
S -0.32845 2.11097 -1.44774 0.7 0.8 -0.2
H -1.12907 -1.53347 2.11495 0.4 0.5 -0.5